{"formula": "C43H66ClN4O4Y", "method": "the ωB97M-V functional and the def2-TZVPD basis", "symbols": ["Y", "C", "N", "C", "C", "C", "N", "C", "C", "C", "C", "C", "C", "C", "O", "C", "C", "C", "C", "C", "C", "C", "C", "C", "C", "C", "C", "C", "C", "C", "O", "C", "C", "C", "C", "C", "C", "C", "C", "H", "H", "H", "H", "H", "H", "H", "H", "H", "H", "H", "H", "H", "H", "H", "H", "H", "H", "H", "H", "H", "H", "H", "H", "H", "H", "H", "H", "H", "H", "H", "H", "H", "H", "H", "H", "H", "H", "H", "H", "H", "H", "H", "H", "H", "H", "H", "H", "H", "H", "H", "H", "H", "H", "N", "C", "C", "N", "H", "H", "H", "H", "H", "H", "H", "H", "Cl", "C", "C", "C", "C", "O", "C", "C", "O", "C", "H", "H", "H", "H"], "xyz": [[-0.43, 0.79, -1.43], [1.86, 3.68, -2.12], [0.61, 3.66, -1.34], [-0.28, 4.71, -1.82], [0.94, 3.94, 0.07], [1.43, 2.72, 0.81], [0.41, 1.67, 0.89], [-0.73, 2.18, 1.69], [-1.87, 1.24, 1.92], [-2.18, 0.79, 3.19], [-3.31, 0.02, 3.44], [-4.15, -0.23, 2.36], [-3.89, 0.21, 1.06], [-2.70, 0.93, 0.83], [-2.31, 1.31, -0.39], [-4.88, -0.05, -0.08], [-6.16, -0.75, 0.40], [-5.31, 1.28, -0.72], [-4.25, -0.96, -1.15], [-3.60, -0.49, 4.85], [-4.89, -1.29, 4.93], [-2.45, -1.39, 5.31], [-3.72, 0.70, 5.82], [0.96, 0.47, 1.56], [2.29, -0.04, 1.04], [3.25, -0.40, 1.96], [4.46, -0.98, 1.59], [4.67, -1.18, 0.23], [3.75, -0.81, -0.75], [2.54, -0.22, -0.34], [1.63, 0.18, -1.23], [4.02, -1.07, -2.23], [4.08, 0.26, -2.99], [5.35, -1.79, -2.46], [2.91, -1.96, -2.83], [5.49, -1.36, 2.66], [5.91, -0.11, 3.44], [6.74, -1.99, 2.06], [4.87, -2.38, 3.63], [2.42, 4.61, -1.94], [1.63, 3.64, -3.18], [2.48, 2.83, -1.86], [0.17, 5.71, -1.69], [-1.22, 4.69, -1.27], [-0.49, 4.58, -2.88], [0.06, 4.36, 0.55], [1.72, 4.72, 0.12], [1.74, 3.01, 1.82], [2.31, 2.30, 0.32], [-1.14, 3.04, 1.15], [-0.35, 2.54, 2.66], [-1.50, 1.05, 4.00], [-5.05, -0.80, 2.53], [-6.67, -0.16, 1.17], [-5.95, -1.74, 0.81], [-6.84, -0.87, -0.44], [-5.85, 1.89, 0.01], [-5.97, 1.10, -1.57], [-4.44, 1.85, -1.05], [-3.99, -1.93, -0.71], [-3.34, -0.53, -1.56], [-4.96, -1.14, -1.96], [-4.86, -2.17, 4.29], [-5.76, -0.69, 4.64], [-5.05, -1.63, 5.95], [-2.35, -2.25, 4.65], [-2.63, -1.76, 6.33], [-1.49, -0.86, 5.31], [-4.54, 1.36, 5.51], [-2.80, 1.30, 5.84], [-3.92, 0.35, 6.83], [0.21, -0.31, 1.49], [1.09, 0.69, 2.63], [3.04, -0.24, 3.02], [5.59, -1.64, -0.08], [4.94, 0.86, -2.65], [3.17, 0.84, -2.80], [4.19, 0.10, -4.06], [6.20, -1.21, -2.10], [5.49, -1.95, -3.54], [5.38, -2.77, -1.98], [1.93, -1.50, -2.71], [2.89, -2.93, -2.32], [3.11, -2.15, -3.89], [6.36, 0.62, 2.77], [6.64, -0.37, 4.22], [5.05, 0.36, 3.93], [7.25, -1.30, 1.38], [6.51, -2.91, 1.51], [7.44, -2.25, 2.86], [3.98, -1.97, 4.12], [5.59, -2.65, 4.41], [4.57, -3.29, 3.10], [-2.03, 2.05, -3.05], [-1.74, 1.86, -4.47], [-0.26, 2.11, -4.75], [0.56, 1.32, -3.82], [-2.90, 1.60, -2.78], [-2.12, 3.03, -2.79], [-2.34, 2.51, -5.13], [-1.98, 0.83, -4.71], [-0.03, 3.16, -4.60], [-0.06, 1.89, -5.80], [1.53, 1.59, -3.87], [0.51, 0.33, -4.07], [-2.50, -6.45, -3.41], [-2.04, -4.78, -3.25], [-1.98, -3.97, -4.40], [-1.63, -2.65, -4.30], [-1.31, -2.05, -3.05], [-0.98, -0.81, -3.00], [-1.38, -2.90, -1.91], [-1.10, -2.41, -0.60], [-0.80, -1.26, -0.29], [-1.75, -4.25, -2.03], [-2.22, -4.41, -5.36], [-1.58, -2.03, -5.19], [-1.17, -3.15, 0.21], [-1.79, -4.87, -1.14]], "relative_energy_kcal_mol": 2.3, "homo_energy_ev": -7.22, "lumo_energy_ev": 0.090, "gap_ha": 0.2685}

{"formula": "C4H7Cl2N4", "method": "the ωB97M-V functional and the def2-TZVPD basis", "symbols": ["N", "C", "N", "C", "N", "C", "N", "C", "Cl", "Cl", "H", "H", "H", "H", "H", "H", "H"], "xyz": [[-1.49, -0.42, 0.04], [-0.64, 0.52, -0.57], [-0.80, 0.64, -2.14], [0.23, 1.33, 0.11], [0.54, 1.27, 1.46], [0.72, 0.24, 2.15], [0.81, -1.01, 1.68], [1.57, -1.60, 0.93], [1.16, -3.13, 0.28], [3.00, -0.99, 0.24], [-2.10, -0.22, 0.76], [-1.93, -1.03, -0.69], [-1.19, 1.59, -2.27], [-1.62, 0.00, -2.29], [0.15, 0.42, -2.50], [0.71, 2.09, -0.42], [0.88, 0.29, 3.23]], "total_charge": 1, "relative_energy_kcal_mol": 1.9, "smiles": "N/C([NH3+])=C\\N=C/N=C(Cl)Cl", "homo_energy_ev": -12.43, "lumo_energy_ev": -3.903, "gap_ha": 0.3134}

{"formula": "H6O3", "method": "the ωB97M-V functional and the def2-TZVPD basis", "symbols": ["O", "H", "H", "O", "H", "H", "O", "H", "H"], "xyz": [[-14.38, 4.32, -19.50], [-14.49, 3.65, -20.19], [-13.84, 3.90, -18.82], [-15.42, 5.82, -22.36], [-14.94, 6.63, -22.16], [-15.21, 5.23, -21.62], [-14.72, 2.55, -21.80], [-15.62, 2.24, -21.64], [-14.37, 1.99, -22.49]], "relative_energy_kcal_mol": 8.5, "smiles": "O.O.O", "homo_energy_ev": -11.00, "lumo_energy_ev": 0.537, "gap_ha": 0.4239}

{"formula": "C6H16N2O", "method": "the ωB97M-V functional and the def2-TZVPD basis", "symbols": ["C", "C", "C", "C", "C", "C", "N", "N", "O", "H", "H", "H", "H", "H", "H", "H", "H", "H", "H", "H", "H", "H", "H", "H", "H"], "xyz": [[-1.04, 1.11, 0.89], [-1.79, 1.12, -1.44], [-1.16, -2.03, 0.78], [-1.89, 0.32, -0.12], [-1.28, -1.03, -0.26], [1.57, -0.02, -1.37], [0.82, -0.78, -0.61], [3.66, 0.79, 0.90], [1.36, -1.42, 0.38], [-0.05, 0.79, 0.92], [-1.07, 2.15, 0.69], [-1.47, 0.94, 1.85], [-2.33, 1.97, -1.45], [-0.72, 1.53, -1.48], [-2.16, 0.65, -2.26], [-1.35, -1.61, 1.80], [0.03, -2.00, 1.05], [-1.34, -3.11, 0.66], [-2.88, 0.35, 0.25], [0.97, 0.44, -2.18], [2.57, 0.10, -1.22], [-1.42, -1.56, -1.32], [4.37, 0.08, 0.64], [3.82, 0.89, 1.92], [2.79, 0.32, 0.95]], "relative_energy_kcal_mol": 139.3, "homo_energy_ev": -8.79, "lumo_energy_ev": 0.644, "gap_ha": 0.3468}

{"formula": "C31H32BF3O3", "method": "the ωB97M-V functional and the def2-TZVPD basis", "symbols": ["C", "C", "C", "C", "C", "C", "O", "B", "C", "C", "C", "C", "C", "F", "F", "F", "C", "C", "C", "C", "C", "O", "H", "H", "H", "H", "H", "H", "H", "H", "H", "H", "H", "H", "H", "H", "H", "H", "H", "H", "H", "H", "H", "C", "C", "C", "C", "C", "O", "C", "C", "C", "C", "C", "C", "C", "C", "C", "C", "H", "H", "H", "H", "H", "H", "H", "H", "H", "H", "H"], "xyz": [[2.24, -4.79, 0.06], [2.08, -3.65, 1.05], [0.80, -3.86, 1.83], [3.36, -3.41, 2.00], [3.23, -3.94, 3.42], [4.64, -3.98, 1.39], [3.47, -1.99, 2.09], [2.74, -1.46, 0.99], [2.39, 0.13, 1.15], [1.69, 0.79, 0.15], [1.68, 2.19, 0.13], [2.30, 2.89, 1.17], [2.27, 4.39, 1.12], [2.89, 4.96, 2.20], [2.90, 4.85, 0.00], [0.98, 4.86, 1.09], [2.89, 2.23, 2.23], [2.95, 0.83, 2.23], [3.84, -1.11, -0.39], [4.82, 0.02, -0.51], [5.30, -1.36, -0.23], [1.91, -2.41, 0.35], [2.34, -5.73, 0.61], [1.34, -4.86, -0.57], [3.11, -4.65, -0.60], [0.78, -4.80, 2.40], [0.65, -3.02, 2.51], [-0.05, -3.86, 1.13], [3.02, -5.02, 3.41], [4.17, -3.78, 3.95], [2.44, -3.42, 3.97], [4.59, -5.07, 1.32], [4.86, -3.56, 0.40], [5.49, -3.74, 2.05], [1.20, 0.22, -0.64], [1.18, 2.72, -0.67], [3.33, 2.79, 3.05], [3.40, 0.29, 3.06], [3.39, -1.44, -1.33], [5.02, 0.42, -1.51], [4.88, 0.75, 0.30], [5.71, -1.55, 0.76], [5.84, -1.86, -1.04], [-3.40, -5.65, 4.85], [-2.08, -5.25, 5.07], [-1.62, -4.03, 4.56], [-2.48, -3.18, 3.81], [-1.96, -1.98, 3.21], [-2.81, -1.46, 2.28], [-2.49, -0.26, 1.67], [-1.21, 0.32, 1.85], [-1.11, 1.67, 1.46], [-2.05, 2.25, 0.64], [-3.26, 1.58, 0.35], [-3.49, 0.33, 0.92], [-0.23, -0.46, 2.51], [-0.70, -1.43, 3.39], [-3.81, -3.60, 3.61], [-4.26, -4.82, 4.12], [-3.76, -6.60, 5.25], [-1.40, -5.87, 5.65], [-0.59, -3.71, 4.74], [-0.23, 2.22, 1.79], [-1.85, 3.23, 0.19], [-4.01, 2.05, -0.29], [-4.44, -0.19, 0.75], [0.77, -0.06, 2.67], [-0.08, -1.80, 4.21], [-4.51, -2.97, 3.06], [-5.30, -5.13, 3.96]], "relative_energy_kcal_mol": 105.1, "homo_energy_ev": -6.15, "lumo_energy_ev": -2.733, "gap_ha": 0.1257}

{"formula": "C5H7N3", "method": "the ωB97M-V functional and the def2-TZVPD basis", "symbols": ["N", "C", "N", "C", "C", "C", "C", "N", "H", "H", "H", "H", "H", "H", "H"], "xyz": [[-1.90, 0.60, 1.38], [-0.72, 0.53, 0.68], [0.56, 0.21, 1.04], [0.61, -1.38, 1.05], [1.00, -0.58, -0.11], [0.02, -0.20, -1.24], [-0.17, 1.28, -1.37], [-1.27, 0.49, -0.76], [-1.49, 0.86, 2.40], [1.38, -1.90, 1.51], [-0.24, -1.98, 1.00], [2.17, -0.62, -0.35], [0.16, -1.14, -1.95], [0.61, 2.02, -0.95], [-0.72, 1.82, -2.31]], "relative_energy_kcal_mol": 159.1, "smiles": "N=C1N2C[C@H]2[C@@H]2CN12", "homo_energy_ev": -9.15, "lumo_energy_ev": 0.702, "gap_ha": 0.3620}